Formula: C28H59F10NO29P5
Source: OMol25
Level of theory: ωB97M-V with the def2-TZVPD basis set

```
132
Properties=species:S:1:pos:R:3:mulliken_charge:R:1
P -0.18600 -0.42940 1.45773 1.233
F -0.34207 -2.00111 1.10158 -0.362
F 1.09820 -0.90367 2.31080 -0.364
F 0.83259 -0.30345 0.20341 -0.370
F 0.27630 1.16529 1.83017 -0.411
F -1.48008 -0.05529 0.48670 -0.363
F -1.24394 -0.48234 2.75453 -0.360
C 6.27361 -2.77259 -7.29577 -1.383
C 4.88682 -2.80754 -6.57691 0.533
C 4.79175 -1.65441 -5.64140 -0.779
O 5.84334 -1.59461 -4.61870 -0.313
C 5.62382 -0.46524 -3.79392 -0.724
N 3.92763 -2.76385 -7.60917 -0.740
H 6.56502 -3.32485 -8.18918 0.379
H 6.98487 -3.03612 -6.51298 0.290
H 6.33483 -1.70754 -7.51942 0.311
H 4.92006 -3.86086 -6.29850 0.265
H 3.82899 -1.75431 -5.14018 0.371
H 4.79846 -0.76200 -6.26722 0.440
H 6.62866 -0.16254 -3.49936 0.266
H 4.88016 -0.57718 -3.00491 0.275
H 5.19522 0.32273 -4.41319 0.314
H 3.00794 -2.70724 -7.19558 0.199
H 3.96094 -3.62316 -8.13887 0.303
C -6.85047 -0.59674 -1.85183 -0.602
O -6.93118 0.79023 -1.27620 -0.234
P -7.32288 1.98744 -2.36576 0.915
O -8.67999 1.80387 -2.98345 -0.718
O -7.16257 3.31809 -1.39529 -0.203
C -7.70880 4.62874 -1.83916 -0.682
O -6.06298 2.18255 -3.49312 -0.293
C -4.84836 2.22984 -2.79171 -0.841
H -6.04219 -0.53596 -2.58059 0.268
H -7.79859 -0.96801 -2.24085 0.300
H -6.67994 -1.27192 -1.01329 0.223
H -7.52116 5.31560 -1.01386 0.231
H -8.75937 4.48146 -2.08957 0.313
H -7.20387 5.07465 -2.69608 0.292
H -4.77402 2.15795 -1.70662 0.398
H -4.21453 3.03308 -3.16742 0.340
H -4.27903 1.33607 -3.04691 0.293
C 8.48337 5.58688 1.48933 -0.542
O 8.41499 5.32282 2.81690 -0.306
P 7.08141 4.86505 3.61795 0.790
O 7.18290 4.76655 5.15078 -0.680
O 6.11062 6.04391 3.02867 -0.040
C 5.96772 7.22330 3.78257 -0.835
O 6.58934 3.57505 2.71122 -0.275
C 5.26515 3.09421 2.72773 -0.626
H 8.02200 4.82959 0.85549 0.282
H 9.51954 5.73034 1.18298 0.275
H 7.93705 6.48661 1.20627 0.216
H 6.91553 7.71071 4.01100 0.315
H 5.31071 7.17467 4.65094 0.332
H 5.51747 8.04255 3.22204 0.269
H 5.11448 2.82151 1.68321 0.267
H 4.46270 3.76680 3.03071 0.278
H 5.08759 2.12632 3.19652 0.276
C -6.81029 -4.38309 8.12119 -0.694
O -5.67758 -3.52007 7.92195 -0.326
P -5.33866 -2.99549 6.41066 0.831
O -6.30367 -2.09553 5.74508 -0.664
O -3.85835 -2.31825 6.57317 -0.030
C -3.70795 -1.29765 7.51331 -0.893
O -4.98744 -4.31396 5.47016 -0.268
C -5.00153 -4.22094 4.05917 -0.704
H -6.56981 -4.91863 9.03959 0.260
H -7.04057 -5.13900 7.37040 0.303
H -7.73985 -3.86135 8.34875 0.289
H -2.80673 -0.69385 7.61979 0.324
H -3.83017 -1.67926 8.52698 0.327
H -4.41239 -0.46821 7.45090 0.359
H -4.87212 -3.27502 3.53326 0.331
H -5.95570 -4.67537 3.79242 0.274
H -4.21676 -4.82427 3.60284 0.281
C -4.33327 -0.49134 -7.76723 -0.716
O -3.58994 -1.65246 -7.75361 -0.344
P -2.40163 -1.83585 -6.65979 0.965
O -1.28694 -2.78969 -7.00968 -0.674
O -1.98361 -0.29010 -6.24517 -0.226
C -1.12006 0.39683 -7.21105 -0.744
O -3.33554 -2.32018 -5.41463 -0.221
C -2.82400 -2.85925 -4.22081 -0.788
H -4.06053 -0.01428 -8.70858 0.280
H -4.37348 0.08522 -6.84307 0.372
H -5.28926 -0.89631 -8.09917 0.278
H -1.07065 -0.07941 -8.19026 0.344
H -0.13320 0.28540 -6.76182 0.279
H -1.32165 1.46144 -7.32962 0.274
H -2.94095 -3.94285 -4.20541 0.322
H -3.08983 -2.41457 -3.26181 0.295
H -1.73407 -2.86604 -4.20999 0.304
C 0.96937 -3.92911 6.06247 -0.579
C 2.37858 -4.25061 5.67769 0.402
O 2.10405 -5.37168 4.95868 -0.304
C 0.95340 -5.92735 5.33569 0.676
O 0.50228 -7.02076 4.94568 -0.592
O 0.42859 -5.15737 6.26308 -0.306
F 3.03192 -4.50160 6.81010 -0.294
H 0.35090 -3.31286 5.40991 0.385
H 0.92033 -3.50551 7.06559 0.244
H 2.93693 -3.50742 5.10848 0.368
C -3.97077 2.92138 3.55649 -0.462
C -2.83482 3.78602 4.12396 0.390
O -3.65712 4.62798 4.98857 -0.343
C -4.94288 4.61591 4.51985 0.667
O -5.76320 5.48912 4.71654 -0.571
O -5.06783 3.72007 3.58508 -0.306
F -2.35108 4.55675 3.17973 -0.273
H -4.27584 2.06257 4.15439 0.294
H -3.80686 2.57600 2.53574 0.251
H -2.05357 3.12873 4.50570 0.350
C 3.44418 -5.79167 -1.27433 -0.371
C 4.26952 -6.12738 -0.09649 0.365
O 5.37868 -6.85991 -0.62705 -0.314
C 5.45612 -6.55159 -1.96624 0.680
O 6.18855 -6.99374 -2.84738 -0.552
O 4.51238 -5.67429 -2.23148 -0.310
F 3.63055 -6.98740 0.67054 -0.297
H 2.86398 -4.88001 -1.13168 0.277
H 2.65716 -6.51934 -1.47230 0.252
H 4.44210 -5.26166 0.54293 0.265
C 2.54146 6.38895 -0.00972 -0.353
C 1.89649 5.44057 -1.03193 0.346
O 2.90968 4.69510 -1.47343 -0.283
C 4.12918 5.39076 -1.27180 0.669
O 5.26083 5.05832 -1.59003 -0.544
O 3.83655 6.43360 -0.49472 -0.320
F 1.32238 6.17067 -2.03059 -0.322
H 2.52994 5.86827 0.94781 0.223
H 2.24855 7.43340 0.09715 0.287
H 1.09711 4.79838 -0.66224 0.303
```

Computed properties:
- 2S+1: 1
- Molar mass: 1218.61 g/mol
- Relative energy (zero: lowest compared OMol25 entry of this formula, charge and spin): 52.8 kcal per mole
- HOMO energy: -7.505 eV
- Charge: -1
- E_LUMO: 1.72 eV
- Calculated total energy: -164490.6231 eV

Formula: CHN3O3
Source: OMol25
Level of theory: ωB97M-V with the def2-TZVPD basis set

```
8
Properties=species:S:1:pos:R:3:nbo_charge:R:1
C 0.71587 -0.01388 0.30437 0.782
H -0.32531 -1.93415 -0.44747 0.514
N -0.57673 -0.14627 0.16296 -0.038
N -1.08106 1.12050 -0.07677 0.007
N -0.13733 1.94523 -0.03353 0.126
O -1.15711 -1.27147 -0.48754 -0.481
O 1.08724 1.26793 0.20416 -0.300
O 1.47443 -0.96790 0.37381 -0.612
```

Computed properties:
- 2S+1: 1
- SMILES string: O=c1onnn1O
- Molar mass: 103.04 g/mol
- Relative energy (zero: lowest compared OMol25 entry of this formula, charge and spin): 8.5 kcal per mole
- HOMO energy: -10.849 eV
- Charge: 0
- E_LUMO: -0.14 eV
- Calculated total energy: -11661.4640 eV

Formula: C20H43AuN2OP3S
Source: OMol25
Level of theory: ωB97M-V with the def2-TZVPD basis set

```
71
Properties=species:S:1:pos:R:3:mulliken_charge:R:1
Au -1.16860 -1.14742 -0.53198 0.998
P -3.19364 -0.73110 -1.69140 0.755
P -1.45450 0.98455 0.96868 0.193
P 0.61096 -2.44176 -1.40644 0.721
H 0.76836 -1.42604 4.19240 0.334
C 1.61833 -1.74483 3.57768 -0.767
C 2.43314 -0.87201 2.96827 -0.390
H 2.33303 0.21263 3.09718 0.290
C -4.70259 -1.33227 -0.87845 -1.121
C -3.54651 1.03803 -1.94451 -1.331
C -3.24200 -1.31948 -3.41076 -1.385
C -0.31367 1.10819 2.38716 -0.623
C -1.65106 2.78779 0.58321 -1.247
C -3.01293 0.71989 1.89583 -1.369
C 2.00317 -2.45559 -0.24152 -1.115
C 1.35425 -1.70819 -2.89954 -1.218
C 0.30203 -4.17485 -1.86562 -1.222
H 1.77532 -2.82886 3.49135 0.324
H 3.27555 -1.20738 2.35265 0.330
H -5.34696 -1.81543 -1.62479 0.464
H -5.23179 -0.47882 -0.43193 0.461
H -4.43465 -2.05654 -0.09968 0.074
H -4.32401 1.10037 -2.72629 0.533
H -2.64035 1.56270 -2.27958 0.319
H -3.92257 1.49969 -1.01960 0.389
H -4.24984 -1.13086 -3.81700 0.494
H -3.01592 -2.39342 -3.46596 0.378
H -2.50398 -0.75596 -4.00335 0.368
H -0.84817 1.58500 3.22179 0.492
H 0.54608 1.73530 2.13029 0.386
H 0.05804 0.12633 2.69975 -0.271
H -2.26977 3.24352 1.37146 0.530
H -2.13697 2.93588 -0.38756 0.260
H -0.67899 3.29920 0.56174 0.383
H -3.13682 1.54351 2.61397 0.562
H -2.93793 -0.22980 2.43910 0.342
H -3.88005 0.68839 1.22414 0.291
H 2.59469 -3.37433 -0.35130 0.531
H 1.63700 -2.37835 0.78750 0.003
H 2.64616 -1.58758 -0.43810 0.252
H 2.24219 -2.27551 -3.21901 0.426
H 1.63371 -0.66433 -2.69341 0.299
H 0.61775 -1.71353 -3.71259 0.384
H 1.24616 -4.71624 -2.02403 0.482
H -0.27597 -4.20677 -2.79884 0.383
H -0.27084 -4.69714 -1.08782 0.287
C -2.72235 -4.70887 0.75387 1.039
C -4.01804 -5.24778 0.80571 -0.339
C -4.19066 -6.59234 1.13754 -0.524
C -3.08626 -7.41894 1.37014 -0.498
C -1.79971 -6.89040 1.23777 -0.540
C -1.60027 -5.53963 0.95924 -0.378
O -2.61596 -3.34651 0.58577 -0.188
H -1.74681 -2.99992 0.15745 -0.106
H -4.87518 -4.59927 0.61856 0.448
H -5.19701 -6.99942 1.23494 0.441
H -3.21585 -8.47765 1.63030 0.440
H -0.93426 -7.53861 1.35485 0.426
H -0.60162 -5.09964 0.95318 0.594
S 0.38217 1.32917 -1.34663 -0.228
C 1.71034 2.14497 -0.62959 0.101
N 1.79129 3.48109 -0.43094 -0.077
C 3.06630 3.89641 0.12698 -0.545
C 3.79759 2.57781 0.33366 -0.518
N 2.86052 1.59271 -0.18041 0.091
H 1.10775 4.12137 -0.82672 0.323
H 2.90676 4.42789 1.06637 0.313
H 3.59353 4.55438 -0.56746 0.335
H 4.00073 2.38483 1.39112 0.305
H 4.74019 2.54664 -0.22178 0.365
H 3.04864 0.59533 -0.24046 0.063
```

Computed properties:
- 2S+1: 3
- <S²>: 2.029
- Molar mass: 649.53 g/mol
- Relative energy (zero: lowest compared OMol25 entry of this formula, charge and spin): 0.0 kcal per mole
- HOMO energy (alpha / beta): -16.272 / -16.514 eV
- Charge: +3
- E_LUMO (alpha / beta): -8.26 / -12.01 eV
- Calculated total energy: -68833.2295 eV

Formula: C6H13BrN3
Source: OMol25
Level of theory: ωB97M-V with the def2-TZVPD basis set

```
23
Properties=species:S:1:pos:R:3:nbo_charge:R:1
C 2.17187 -1.90722 1.70740 -0.238
C 1.27320 -1.63482 2.52928 -0.264
C -1.59533 -0.52802 -0.22028 0.551
C -2.96330 -0.06393 -0.65472 -0.698
C 1.60481 2.17466 -0.76445 -0.646
C 1.49698 0.65325 -0.99734 -0.235
N -0.66805 0.41712 -0.20351 -0.401
N -1.40046 -1.74588 0.24763 -0.744
N 0.68978 -0.00379 0.03432 -0.444
Br -0.05223 -1.22533 3.63142 0.251
H 3.02351 -2.18903 1.14499 0.262
H -0.86128 1.35976 -0.67157 0.423
H -3.03256 1.04970 -0.71788 0.258
H -3.79316 -0.60327 -0.14249 0.266
H -3.08074 -0.24074 -1.83108 0.276
H 2.32569 2.65249 -1.45764 0.245
H 0.73123 2.76698 -0.88527 0.199
H 2.04048 2.33961 0.22606 0.215
H 2.43017 0.32638 -0.79965 0.213
H 1.20630 0.48962 -2.01626 0.210
H -2.21660 -2.40406 0.42664 0.450
H -0.40146 -1.97327 0.51628 0.466
H 1.07117 0.28980 0.89812 0.385
```

Computed properties:
- 2S+1: 1
- Molar mass: 207.10 g/mol
- Relative energy (zero: lowest compared OMol25 entry of this formula, charge and spin): 26.8 kcal per mole
- HOMO energy: -13.007 eV
- Charge: +1
- E_LUMO: -2.83 eV
- Calculated total energy: -80935.8574 eV

Formula: CH6NPS
Source: OMol25
Level of theory: ωB97M-V with the def2-TZVPD basis set

```
10
Properties=species:S:1:pos:R:3:nbo_charge:R:1
C -0.55161 1.08370 -0.69174 -0.829
N -0.70249 -0.93435 1.35576 -1.111
P 2.23957 -0.42065 0.00536 -0.265
S 0.01752 -0.52375 0.07795 1.059
H -1.40833 0.79330 -1.39831 0.238
H -0.84478 1.85168 0.13116 0.254
H 0.32231 1.53019 -1.25806 0.249
H -0.34037 -0.37220 2.06825 0.358
H 1.98924 -1.71306 0.55805 -0.034
H -0.72105 -1.29485 -0.84841 0.081
```

Computed properties:
- 2S+1: 1
- SMILES string: C[S@H](=N)=P
- Molar mass: 95.11 g/mol
- Relative energy (zero: lowest compared OMol25 entry of this formula, charge and spin): 108.1 kcal per mole
- HOMO energy: -7.813 eV
- Charge: 0
- E_LUMO: 0.08 eV
- Calculated total energy: -22744.0914 eV

Please write out number 5 again, unchanged.
Formula: CH6NPS
Source: OMol25
Level of theory: ωB97M-V with the def2-TZVPD basis set

```
10
Properties=species:S:1:pos:R:3:nbo_charge:R:1
C -0.55161 1.08370 -0.69174 -0.829
N -0.70249 -0.93435 1.35576 -1.111
P 2.23957 -0.42065 0.00536 -0.265
S 0.01752 -0.52375 0.07795 1.059
H -1.40833 0.79330 -1.39831 0.238
H -0.84478 1.85168 0.13116 0.254
H 0.32231 1.53019 -1.25806 0.249
H -0.34037 -0.37220 2.06825 0.358
H 1.98924 -1.71306 0.55805 -0.034
H -0.72105 -1.29485 -0.84841 0.081
```

Computed properties:
- 2S+1: 1
- SMILES string: C[S@H](=N)=P
- Molar mass: 95.11 g/mol
- Relative energy (zero: lowest compared OMol25 entry of this formula, charge and spin): 108.1 kcal per mole
- HOMO energy: -7.813 eV
- Charge: 0
- E_LUMO: 0.08 eV
- Calculated total energy: -22744.0914 eV

Q: Among the records above, which one has the highest 2S+1?
A: C20H43AuN2OP3S

Q: Which formula does entry 5 have?
A: CH6NPS